No. 1
This record from the OMol25 dataset describes a gas-phase ion, C6H6ClN2S (charge +1) at a distorted geometry. The level of theory is ωB97M-V/def2-TZVPD.

Last column: Löwdin charge in e.
CARTESIAN COORDINATES (ANGSTROEM)
C -1.650 -0.294 0.489  -0.1385
C -2.302 -1.524 0.534  -0.3247
C -0.383 -0.293 -0.076  -0.1972
C 0.114 -1.611 -0.369  -0.6437
C 2.635 -0.446 0.054  -0.5153
C 0.584 0.898 -0.222  -0.0600
N 1.964 0.654 0.146  0.0376
N 1.253 -1.836 -0.902  0.1287
S -1.151 -2.734 0.079  1.0742
Cl 4.249 -0.801 0.203  0.8341
H -2.168 0.634 0.788  0.1359
H -3.412 -1.651 0.585  0.1131
H 0.587 1.350 -1.265  0.1760
H 0.249 1.571 0.429  0.0842
H 2.618 1.306 0.552  0.1597
H 1.591 -2.846 -0.939  0.1359

The energy above the lowest of the compared OMol25 structures with the same formula, charge and spin is 0.000 eV. The multiplicity is 1. The calculation puts the HOMO energy (spin up / spin down) at -12.0803 / -12.3631 eV. The calculation puts the HOMO-LUMO gap (spin up / spin down) at 7.24 / 6.99 eV. Its total charge is +1.

=====

No. 2
This record from the OMol25 dataset describes C6H6ClNO in the gas phase at a distorted geometry. The level of theory is ωB97M-V/def2-TZVPD.

Last column: Löwdin charge in e.
CARTESIAN COORDINATES (ANGSTROEM)
C -0.694 1.659 -0.349  -0.1384
C -1.777 1.018 -0.026  -0.5411
C -0.503 -1.722 -0.035  -0.5349
C 0.695 1.140 -0.080  -0.1299
C 1.016 -1.473 -0.088  -0.0289
C 0.662 -0.191 0.697  -0.3267
N -0.691 -0.709 0.859  0.1185
O -1.248 -2.497 -0.569  0.0765
Cl -3.385 0.846 -0.036  0.8031
H -0.723 2.620 -0.855  0.1230
H 1.191 1.021 -1.048  0.1141
H 1.257 1.892 0.477  0.1131
H 1.595 -2.197 0.480  0.1090
H 1.437 -1.344 -1.084  0.1093
H 1.169 -0.063 1.659  0.1335

The energy above the lowest of the compared OMol25 structures with the same formula, charge and spin is 3.528 eV. The multiplicity is 1. The calculation puts the HOMO energy (spin up / spin down) at -9.0869 / -9.0872 eV. The calculation puts the HOMO-LUMO gap (spin up / spin down) at 8.49 / 8.49 eV. Its total charge is 0.

=====

No. 3
This record from the OMol25 dataset describes C6H6F2 in the gas phase at a distorted geometry. The level of theory is ωB97M-V/def2-TZVPD.

Last column: Löwdin charge in e.
CARTESIAN COORDINATES (ANGSTROEM)
C 0.082 0.554 -0.111  -0.0278
C -0.054 -0.983 -0.103  -0.1765
C 1.337 1.020 -0.070  -0.1116
C 2.424 1.747 -0.085  0.0046
C 0.823 -1.704 -0.767  -0.3476
C -1.233 -1.708 0.546  -0.0340
F 0.578 -2.967 -0.901  0.1459
F 2.009 -1.318 -1.314  0.1092
H -0.637 1.274 -0.371  0.0900
H 3.247 1.731 -0.834  0.0769
H 2.617 2.260 0.852  0.0561
H -0.937 -2.719 0.695  0.0592
H -2.183 -1.757 0.016  0.0836
H -1.441 -1.342 1.532  0.0722

The energy above the lowest of the compared OMol25 structures with the same formula, charge and spin is 2.364 eV. The multiplicity is 1. The calculation puts the HOMO energy at -8.7995 eV. The calculation puts the HOMO-LUMO gap at 9.70 eV. Its total charge is 0.

=====

No. 4
This record from the OMol25 dataset describes C6H6F2 in the gas phase at a distorted geometry. The level of theory is ωB97M-V/def2-TZVPD.

Last column: Löwdin charge in e.
CARTESIAN COORDINATES (ANGSTROEM)
C -2.192 0.996 0.387  0.0905
C -0.934 0.109 0.299  -0.2804
C 0.541 0.468 0.873  -0.2047
C 1.046 0.362 2.047  0.0579
C 0.204 0.911 -0.428  -0.0310
C -1.200 -1.384 0.206  -0.1606
F -3.275 0.221 0.261  -0.0258
F -0.913 -2.037 -0.977  -0.0364
H 0.422 -0.030 2.797  0.0559
H 2.157 0.620 2.356  0.1186
H 0.725 0.432 -1.268  0.1347
H -0.074 1.867 -0.596  0.0726
H -2.253 -1.579 0.296  0.1122
H -0.574 -1.721 0.966  0.0964

The energy above the lowest of the compared OMol25 structures with the same formula, charge and spin is 5.381 eV. The multiplicity is 1. The calculation puts the HOMO energy at -9.1415 eV. The calculation puts the HOMO-LUMO gap at 9.20 eV. Its total charge is 0.

=====

No. 5
This record from the OMol25 dataset describes C6H6F2 in the gas phase at a distorted geometry. The level of theory is ωB97M-V/def2-TZVPD.

Last column: Löwdin charge in e.
CARTESIAN COORDINATES (ANGSTROEM)
C -2.027 -0.197 -0.249  -0.3694
C -0.646 0.046 -0.174  -0.1681
C 0.119 1.097 0.266  0.0086
C 1.573 0.730 0.223  -0.2093
C 1.592 -0.709 -0.009  -0.1076
C 0.321 -1.103 -0.349  -0.0257
H -2.341 -0.575 -1.200  0.1561
H -0.272 2.060 0.324  0.0912
H 2.065 0.831 1.262  0.1576
H 2.164 1.353 -0.394  0.1075
H 2.526 -1.384 0.116  0.1360
H -0.045 -2.138 -0.387  0.1087
F -2.369 -1.078 0.694  0.1012
F -2.660 1.068 -0.122  0.0133

The energy above the lowest of the compared OMol25 structures with the same formula, charge and spin is 0.946 eV. The multiplicity is 1. The calculation puts the HOMO energy at -8.9265 eV. The calculation puts the HOMO-LUMO gap at 9.84 eV. Its total charge is 0.

=====

No. 6
This record from the OMol25 dataset describes 2 unconnected molecules or ions with the total composition C6H6F2N2 at a distorted geometry. The level of theory is ωB97M-V/def2-TZVPD.

Last column: Löwdin charge in e.
CARTESIAN COORDINATES (ANGSTROEM)
C -0.664 1.300 -0.506  -0.2435
C -0.557 -1.664 0.608  -0.0542
C 1.187 0.732 -1.981  0.0293
C -0.096 0.977 -1.792  -0.1757
C -1.612 -2.248 0.060  -0.3129
C 1.586 -0.788 1.398  -0.0703
N -1.209 1.594 0.469  0.1695
N 0.379 -1.637 1.403  0.0502
F -1.502 -3.244 -0.924  0.0431
F -2.823 -1.752 0.153  0.1180
H 1.563 0.481 -3.072  0.1286
H 1.724 0.768 -1.102  0.0098
H -0.772 1.154 -2.613  0.1009
H 1.300 0.109 1.801  0.0390
H 1.806 -0.502 0.253  0.0971
H 2.374 -1.273 1.944  0.0710

The energy above the lowest of the compared OMol25 structures with the same formula, charge and spin is 4.184 eV. The multiplicity is 1. The calculation puts the HOMO energy at -8.5507 eV. The calculation puts the HOMO-LUMO gap at 8.73 eV. Its total charge is 0.

=====

No. 7
This record from the OMol25 dataset describes a molecular structure, C6H6F2N2O7RbS2 at a distorted geometry. The level of theory is ωB97M-V/def2-TZVPD.

Last column: Löwdin charge in e.
CARTESIAN COORDINATES (ANGSTROEM)
Rb -6.283 -13.370 -22.937  0.9868
N -8.449 -13.727 -21.042  -0.3886
S -9.870 -13.388 -21.451  0.4088
O -10.721 -12.674 -20.526  -0.2899
O -10.519 -14.305 -22.350  -0.2830
F -9.495 -12.114 -22.386  -0.2401
S -8.816 -14.870 -19.882  0.5285
O -9.181 -16.133 -20.457  -0.2730
O -9.493 -14.406 -18.700  -0.2702
F -7.357 -15.173 -19.324  -0.1883
O -4.047 -11.987 -23.482  -0.6852
H -3.922 -11.656 -24.373  -0.1679
C -0.472 -15.248 -24.184  -0.0635
C -0.639 -16.623 -23.996  -0.0797
C -1.853 -17.081 -23.514  -0.0217
C -2.881 -16.218 -23.166  -0.1392
C -2.688 -14.850 -23.308  -0.0056
C -1.465 -14.380 -23.729  -0.0485
N -4.107 -16.780 -22.615  -0.3410
O -4.149 -17.939 -22.274  0.0964
O -5.101 -16.066 -22.632  -0.0134
H 0.533 -14.948 -24.454  0.0999
H 0.197 -17.287 -24.161  0.1000
H -1.981 -18.139 -23.316  0.1141
H -3.462 -14.170 -22.997  0.0542
H -1.445 -13.295 -23.764  0.1106

The multiplicity is 1. The calculation puts the HOMO energy at -4.9864 eV. The calculation puts the HOMO-LUMO gap at 6.37 eV. Its total charge is -1.

=====

No. 8
This record from the OMol25 dataset describes a molecular structure, C6H6F4LiO2. The level of theory is ωB97M-V/def2-TZVPD.

Last column: Löwdin charge in e.
CARTESIAN COORDINATES (ANGSTROEM)
O -0.005 -2.336 0.803  0.2420
C -0.248 -1.199 0.894  -0.3975
O -1.487 -0.774 1.426  -0.0869
C -1.700 0.610 1.048  -0.1953
C -0.718 0.873 -0.093  -0.0642
C 0.471 0.057 0.453  -0.0954
C 1.705 -0.114 -0.435  -0.4298
F 2.423 1.038 -0.339  0.1324
F 2.463 -1.125 0.033  0.1510
C 1.403 -0.382 -1.921  -0.2998
F 2.512 -0.759 -2.557  0.1352
F 0.941 0.776 -2.471  0.0876
H -1.517 1.233 1.942  0.1401
H -2.757 0.653 0.751  0.1147
H -1.121 0.382 -0.988  0.1418
H -0.512 1.921 -0.313  0.1510
H 0.825 0.576 1.358  0.1873
H 0.632 -1.156 -2.046  0.1787
Li -3.311 -0.272 2.453  0.9071

The multiplicity is 1. The calculation puts the HOMO energy at -15.1040 eV. The calculation puts the HOMO-LUMO gap at 10.04 eV. Its total charge is +1.

=====

No. 9
This record from the OMol25 dataset describes a molecular structure, C6H6F5O3Sn at a distorted geometry. The level of theory is ωB97M-V/def2-TZVPD.

Last column: Löwdin charge in e.
CARTESIAN COORDINATES (ANGSTROEM)
Sn 0.546 0.670 -0.489  1.0749
C -0.019 3.029 1.591  -0.1207
C -0.408 2.632 0.175  -0.5577
O -1.311 3.257 -0.343  -0.0478
H -0.895 3.285 2.229  0.0849
H 0.619 3.897 1.408  0.0699
H 0.495 2.139 2.028  0.0345
C 0.114 -2.134 -2.647  -0.0704
O -0.704 -0.965 -3.126  -0.1584
C -0.574 0.146 -2.301  -0.6479
O -0.898 1.238 -2.702  -0.0570
H -0.145 -2.325 -1.562  0.0657
H 1.169 -1.867 -2.918  0.0897
H -0.228 -2.995 -3.240  0.0710
F 1.177 -0.034 2.362  -0.0335
C 0.238 -0.446 1.426  -0.5050
F -1.042 -0.106 1.979  -0.0417
C 0.423 -1.961 1.496  -0.5525
F 1.712 -2.330 1.430  0.1292
F -0.267 -2.625 0.509  0.0790
F -0.002 -2.502 2.696  0.0939

The energy above the lowest of the compared OMol25 structures with the same formula, charge and spin is 0.121 eV. The multiplicity is 1. The calculation puts the HOMO energy at -3.0843 eV. The calculation puts the HOMO-LUMO gap at 6.48 eV. Its total charge is -1.

=====

No. 10
This record from the OMol25 dataset describes 2 unconnected molecules or ions with the total composition C6H6FN2O3S at a distorted geometry. The level of theory is ωB97M-V/def2-TZVPD.

Last column: Löwdin charge in e.
CARTESIAN COORDINATES (ANGSTROEM)
C 1.274 -1.462 -1.144  0.0118
C 0.353 -0.900 -2.092  -0.4872
C 1.521 -1.024 0.119  -0.5257
C -0.128 0.740 -0.355  -0.0907
C 1.121 0.931 1.680  -0.0581
C -1.538 0.521 -2.244  -0.1800
N -0.451 0.072 -1.461  -0.0114
N 0.809 0.211 0.444  -0.0681
O 0.169 -1.302 -3.221  0.0174
O 2.252 -1.436 0.992  -0.0130
O -3.262 2.103 0.428  -0.7453
F -1.242 1.783 -2.776  -0.0494
S -2.144 1.848 1.360  0.6732
H 1.716 -2.497 -1.442  0.1379
H 1.839 0.267 2.208  0.0906
H 1.530 1.852 1.488  0.0497
H 0.163 1.080 2.213  0.0252
H -2.459 0.657 -1.732  0.0977
H -1.832 -0.067 -3.109  0.1254

The energy above the lowest of the compared OMol25 structures with the same formula, charge and spin is 0.896 eV. The multiplicity is 1. The calculation puts the HOMO energy (spin up / spin down) at -4.3578 / -4.4084 eV. The calculation puts the HOMO-LUMO gap (spin up / spin down) at 6.54 / 6.51 eV. Its total charge is -1.

=====

No. 11
This record from the OMol25 dataset describes 2 unconnected molecules or ions with the total composition C6H6FNO at a distorted geometry. The level of theory is ωB97M-V/def2-TZVPD.

Last column: Löwdin charge in e.
CARTESIAN COORDINATES (ANGSTROEM)
C -2.272 0.083 0.359  -0.0514
C -1.699 -1.029 -0.285  -0.0596
C -1.366 1.061 0.646  -0.1722
C 1.955 0.383 -0.175  -0.4109
C -0.347 -1.064 -0.518  -0.0232
C 0.462 -0.018 -0.131  -0.1916
N -0.068 1.047 0.482  0.0935
O 2.650 -0.806 0.301  -0.0811
F 2.183 0.563 -1.477  0.0479
H -3.316 0.177 0.455  0.0909
H -2.450 -1.716 -0.609  0.1008
H -1.691 2.080 0.943  0.1172
H 2.127 1.320 0.239  0.1160
H 3.675 -0.158 0.807  0.2867
H 0.158 -1.923 -1.037  0.1370

The energy above the lowest of the compared OMol25 structures with the same formula, charge and spin is 1.722 eV. The multiplicity is 1. The calculation puts the HOMO energy at -9.7325 eV. The calculation puts the HOMO-LUMO gap at 9.85 eV. Its total charge is 0.

=====

No. 12
This record from the OMol25 dataset describes a gas-phase ion, C6H6N (charge +1) at a distorted geometry. The level of theory is ωB97M-V/def2-TZVPD.

Last column: Löwdin charge in e.
CARTESIAN COORDINATES (ANGSTROEM)
C 1.811 0.904 0.050  -0.0082
C 2.527 -0.337 0.175  -0.2841
C -2.730 -0.639 0.400  0.2429
C 0.438 0.977 -0.208  -0.0489
C -1.661 -0.628 -0.451  -0.0931
C -0.521 0.081 -0.290  0.1642
N 2.156 -1.496 0.009  0.2446
H 2.372 1.823 0.134  0.1225
H 3.582 -0.177 0.459  0.1366
H -3.603 -1.226 0.169  0.1050
H -2.757 -0.026 1.288  0.1077
H 0.082 1.998 -0.388  0.1692
H -1.696 -1.254 -1.347  0.1414

The energy above the lowest of the compared OMol25 structures with the same formula, charge and spin is 4.112 eV. The multiplicity is 1. The calculation puts the HOMO energy (spin up / spin down) at -13.9254 / -13.3540 eV. The calculation puts the HOMO-LUMO gap (spin up / spin down) at 6.82 / 5.99 eV. Its total charge is +1.

=====

What did the second record say?
This record from the OMol25 dataset describes C6H6ClNO in the gas phase at a distorted geometry. The level of theory is ωB97M-V/def2-TZVPD.

Last column: Löwdin charge in e.
CARTESIAN COORDINATES (ANGSTROEM)
C -0.694 1.659 -0.349  -0.1384
C -1.777 1.018 -0.026  -0.5411
C -0.503 -1.722 -0.035  -0.5349
C 0.695 1.140 -0.080  -0.1299
C 1.016 -1.473 -0.088  -0.0289
C 0.662 -0.191 0.697  -0.3267
N -0.691 -0.709 0.859  0.1185
O -1.248 -2.497 -0.569  0.0765
Cl -3.385 0.846 -0.036  0.8031
H -0.723 2.620 -0.855  0.1230
H 1.191 1.021 -1.048  0.1141
H 1.257 1.892 0.477  0.1131
H 1.595 -2.197 0.480  0.1090
H 1.437 -1.344 -1.084  0.1093
H 1.169 -0.063 1.659  0.1335

The energy above the lowest of the compared OMol25 structures with the same formula, charge and spin is 3.528 eV. The multiplicity is 1. The calculation puts the HOMO energy (spin up / spin down) at -9.0869 / -9.0872 eV. The calculation puts the HOMO-LUMO gap (spin up / spin down) at 8.49 / 8.49 eV. Its total charge is 0.